Molecular formula: C2H3F2OP
Method: DFT, wB97M-V/def2-TZVPD

Values from the calculation:
Energy relative to the best compared isomer or geometry (same formula, charge and spin): 79.7 kcal/mol
HOMO level (alpha / beta): -6.170 / -10.949 eV
Spin multiplicity: 3
Total charge: 0
Total energy: -694.10039 Ha

XYZ file:
```
9
Properties=species:S:1:pos:R:3:forces:R:3:lowdin_spin:R:1
C -0.140322 0.406891 1.799815 2.344 -4.285 1.230 0.59
C -0.066819 -0.541138 -0.161339 0.001 -3.423 -1.277 0.52
O 0.124303 1.526794 1.818589 -0.073 4.587 -0.642 0.49
F -1.095871 -1.510212 -0.055476 2.222 1.653 0.053 0.11
F 1.180418 -1.200508 -0.191235 -2.862 1.353 0.583 0.10
P -0.395566 0.676264 -1.485873 0.416 -0.546 -1.746 0.06
H -0.554299 -0.303410 2.488295 -1.576 -0.385 -0.202 0.10
H 0.937522 1.087313 -1.477259 0.268 0.488 0.335 0.00
H 0.010634 -0.141993 -2.735517 -0.740 0.557 1.665 0.04
```
Forces are in eV/Å.